Below is an isolated molecule of C19H27NO6, with properties calculated with ωB97M-V/def2-TZVPD.

Output
- orbital gap (eV) = 8.97
- energy (eV) = -33916.493
- relative energy (zero: lowest compared OMol25 entry of this formula, charge and spin) (eV) = 0.000
- SMILES = CCOc1ccc(C(=O)OCC(=O)N2C[C@@H](C)O[C@@H](C)C2)cc1OCC
- LUMO (eV) = 0.61

The geometry in ORCA input format:
```
! wB97M-V def2-TZVPD RIJCOSX def2/J DEFGRID3
* xyz 0 1
C -4.6014 -3.0825 -1.7463
C -5.2387 -2.6859 -0.4174
H -6.3270 -2.7601 -0.4928
H -4.9036 -3.3467 0.3914
O -5.0072 -1.3306 -0.0883
C -3.7979 -0.9395 0.3734
C -2.7365 -1.7769 0.6879
C -1.5452 -1.2654 1.1728
C -1.3986 0.1036 1.3372
C -2.4590 0.9611 1.0249
C -3.6562 0.4622 0.5556
O -4.7594 1.1899 0.2509
C -4.7236 2.5988 0.3684
C -4.0094 3.2721 -0.7999
H -4.4751 2.9738 -1.7357
H -4.0814 4.3514 -0.6974
H -2.9599 2.9910 -0.8318
H -4.2748 2.8958 1.3240
H -5.7772 2.8923 0.3755
H -2.2986 2.0167 1.1733
C -0.1449 0.7080 1.8133
O 0.0931 1.8960 1.8000
O 0.7349 -0.2120 2.2463
C 1.9862 0.2437 2.7437
H 2.0187 0.0441 3.8193
H 2.0837 1.3230 2.5743
C 3.1391 -0.5372 2.1084
O 3.9020 -1.1781 2.8058
N 3.2433 -0.5002 0.7652
C 2.5329 0.3595 -0.1529
H 1.8398 1.0171 0.3625
H 1.9737 -0.2628 -0.8628
C 3.5404 1.2276 -0.9313
C 2.8364 2.0616 -1.9915
H 2.0988 2.7102 -1.5280
H 2.3438 1.4072 -2.7055
H 3.5647 2.6661 -2.5237
O 4.5042 0.4221 -1.5745
C 5.2295 -0.3757 -0.6568
C 6.2590 -1.1764 -1.4395
H 6.9089 -0.5001 -1.9869
H 5.7567 -1.8245 -2.1523
H 6.8555 -1.7793 -0.7614
C 4.2671 -1.2917 0.1089
H 4.7967 -1.8592 0.8743
H 3.7844 -1.9768 -0.5973
H 5.7353 0.2837 0.0704
H 4.0514 1.8889 -0.2078
H -0.7294 -1.9270 1.4140
H -2.8274 -2.8440 0.5637
H -4.8598 -4.1106 -1.9844
H -3.5190 -2.9908 -1.7028
H -4.9691 -2.4333 -2.5367
*
```

Below is a 4-piece molecular cluster, C34H76N3O3P overall, with properties calculated with ωB97M-V/def2-TZVPD.

Output
- orbital gap (eV) = 9.18
- energy (eV) = -56373.065
- relative energy (zero: lowest compared OMol25 entry of this formula, charge and spin) (eV) = 2.199
- LUMO (eV) = -3.69

The geometry in ORCA input format:
```
! wB97M-V def2-TZVPD RIJCOSX def2/J DEFGRID3
* xyz 2 1
N -19.8720 11.4726 -5.4732
O -20.7399 10.6504 -5.8369
O -19.4543 11.3606 -4.3160
O -19.4736 12.3000 -6.3007
C -17.5955 8.6960 -2.4852
C -18.5236 8.3749 -1.2526
C -19.8818 9.1873 -1.1657
C -20.9806 8.7718 -2.0951
P -22.6844 9.1747 -1.6132
C -23.9061 8.4885 -2.8535
C -23.5546 8.7320 -4.3554
C -24.0428 7.7010 -5.3484
C -23.7416 8.1151 -6.7891
C -22.8681 11.0040 -1.6022
C -22.8750 11.7974 -2.8972
C -22.8124 13.3476 -2.5554
C -21.4672 13.9378 -2.4158
C -22.9963 8.6684 0.1592
C -22.6865 7.1992 0.4310
C -22.2880 6.8833 1.9698
C -23.3304 7.3399 3.0700
H -17.5614 9.7853 -2.4647
H -18.1426 8.5539 -3.4172
H -16.7361 8.0622 -2.7038
H -17.9445 8.6871 -0.3836
H -18.9208 7.3614 -1.1977
H -19.7210 10.2486 -1.3549
H -20.2049 9.1931 -0.1247
H -20.8336 7.7022 -2.2444
H -20.8882 9.3319 -3.0256
H -24.9504 8.7209 -2.6448
H -23.7881 7.4586 -2.5168
H -22.4787 8.8336 -4.4973
H -23.9323 9.7063 -4.6654
H -25.1294 7.7797 -5.3144
H -23.8136 6.6736 -5.0655
H -22.9123 8.7575 -7.0853
H -24.6988 8.4335 -7.2021
H -23.5013 7.3693 -7.5468
H -22.1724 11.4071 -0.8664
H -23.8828 11.1648 -1.2378
H -23.8378 11.5125 -3.3213
H -21.9679 11.4949 -3.4206
H -23.5651 13.6616 -1.8322
H -23.2242 13.9598 -3.3577
H -21.4778 14.9420 -1.9922
H -21.0268 14.0136 -3.4100
H -20.8836 13.2603 -1.7926
H -24.0084 8.9442 0.4552
H -22.3649 9.4163 0.6390
H -21.8915 6.8315 -0.2176
H -23.4940 6.4774 0.3078
H -21.2834 7.1891 2.2621
H -22.2994 5.7935 1.9828
H -24.2009 6.6891 2.9874
H -23.4496 8.4185 2.9679
H -22.8935 7.0972 4.0387
C -17.7225 18.0487 -3.7721
C -18.4435 16.7579 -4.2554
C -17.5560 15.8283 -5.0596
C -17.2200 14.4725 -4.4122
N -15.8207 13.8399 -4.8178
C -14.5225 14.5220 -4.2372
C -13.8092 13.3733 -3.5222
C -14.3158 11.9834 -4.0829
C -15.7999 12.3720 -4.3593
C -15.8008 13.6366 -6.3934
H -18.4718 18.7318 -3.3722
H -17.2657 18.6861 -4.5291
H -16.8832 17.8977 -3.0932
H -19.3349 17.0583 -4.8061
H -18.8552 16.2283 -3.3962
H -16.6194 16.3631 -5.2176
H -18.0479 15.6247 -6.0107
H -18.0453 13.8722 -4.7950
H -17.1271 14.5121 -3.3269
H -13.8902 14.9042 -5.0386
H -14.7567 15.3544 -3.5736
H -12.7282 13.4410 -3.6447
H -13.9528 13.4803 -2.4470
H -13.8025 11.8099 -5.0286
H -14.2307 11.2035 -3.3262
H -16.3314 11.6761 -5.0084
H -16.2802 12.2759 -3.3856
H -15.4894 14.5342 -6.9276
H -16.8120 13.3520 -6.6841
H -15.1534 12.8135 -6.6958
C -23.8810 15.0956 -10.2091
C -23.0564 13.9970 -9.4673
C -21.9537 13.4536 -10.3083
C -21.3764 12.2257 -9.4574
N -20.0767 11.5876 -10.0671
C -18.7821 12.3807 -10.0712
C -17.5407 11.4898 -10.1441
C -18.0669 10.3015 -9.3343
C -19.5677 10.2791 -9.2336
C -20.3138 11.1692 -11.5486
H -23.3903 16.0482 -10.4085
H -24.7762 15.2504 -9.6070
H -24.2310 14.6751 -11.1519
H -23.7894 13.2493 -9.1644
H -22.6487 14.4852 -8.5822
H -21.1691 14.2084 -10.3610
H -22.2489 13.3458 -11.3520
H -22.1666 11.4752 -9.4717
H -21.2157 12.4508 -8.4030
H -18.7052 13.1755 -10.8131
H -18.6240 12.9170 -9.1355
H -17.3060 11.1708 -11.1596
H -16.7126 12.0221 -9.6761
H -17.7798 9.3517 -9.7855
H -17.5858 10.2156 -8.3600
H -20.0254 9.3801 -9.6465
H -19.9247 10.4474 -8.2175
H -21.2959 10.7066 -11.6475
H -19.5115 10.4850 -11.8248
H -20.3516 12.0263 -12.2209
*
```

Below is C54H45F9 as an isolated structure, with properties calculated with ωB97M-V/def2-TZVPD.

Output
- orbital gap (eV) = 7.29
- energy (eV) = -81127.377
- relative energy (zero: lowest compared OMol25 entry of this formula, charge and spin) (eV) = 57.758
- LUMO (eV) = -0.03

The geometry in ORCA input format:
```
! wB97M-V def2-TZVPD RIJCOSX def2/J DEFGRID3
* xyz 0 1
F 1.3379 -0.2927 -1.6907
C 0.6589 0.0862 -0.5770
C 1.1929 1.0657 0.2621
C 0.5274 1.5285 1.3503
C -0.7003 1.0478 1.6978
C -1.3074 0.0824 0.8407
C -0.5862 -0.3763 -0.2293
H 2.1116 1.5785 0.0179
H 1.1264 2.1672 1.9825
H -1.2176 1.3692 2.5897
H -2.2856 -0.3212 1.0568
H -1.1412 -1.1285 -0.7702
F 2.0584 1.9421 -1.3979
C 1.1920 1.8078 -2.4278
C 0.3367 2.8415 -2.7584
C -0.3698 2.7486 -3.9193
C -0.3157 1.5801 -4.6978
C 0.4812 0.5192 -4.2923
C 1.2328 0.6297 -3.1315
H 0.2972 3.7677 -2.2044
H -0.9455 3.6033 -4.2427
H -0.9230 1.5328 -5.5896
H 0.5924 -0.3414 -4.9352
H 1.8807 -0.1698 -2.8038
F -1.7571 -3.1475 3.1231
C -1.0013 -2.1879 3.6036
C -0.5103 -1.2292 2.8258
C 0.3218 -0.2252 3.3200
C 0.6038 -0.1984 4.6927
C 0.0929 -1.1999 5.5082
C -0.6930 -2.2099 4.9634
H -0.6913 -1.3011 1.7635
H 0.8157 0.4178 2.6065
H 1.0507 0.6484 5.1923
H 0.3222 -1.1529 6.5626
H -1.1340 -2.9607 5.6024
F 3.9164 -0.7857 0.3833
C 2.9434 -1.5793 0.8225
C 1.7909 -1.7351 0.1045
C 0.7289 -2.4709 0.5889
C 0.8597 -3.0900 1.8465
C 2.0260 -2.9987 2.5904
C 3.0851 -2.2038 2.0797
H 1.7836 -1.2430 -0.8569
H -0.1634 -2.7112 0.0299
H 0.0665 -3.7389 2.1876
H 2.0910 -3.4946 3.5476
H 4.0475 -2.1147 2.5616
F 4.1710 4.0452 2.1028
C 3.0836 4.2657 1.3098
C 2.1524 3.2062 1.1228
C 1.0314 3.4195 0.3579
C 0.7905 4.6882 -0.2012
C 1.6751 5.7433 0.0362
C 2.8102 5.5384 0.7887
H 2.3651 2.2927 1.6583
H 0.2931 2.6418 0.2290
H -0.1684 4.9765 -0.6057
H 1.3739 6.7163 -0.3228
H 3.4911 6.3087 1.1196
F 0.3471 1.3601 3.6733
C -0.0489 2.5949 3.2508
C 0.8980 3.5988 3.0072
C 0.4333 4.8963 2.6966
C -0.9281 5.1234 2.5271
C -1.8549 4.1231 2.7526
C -1.4027 2.8593 3.1592
H 1.9591 3.4295 3.1163
H 1.1130 5.7108 2.4941
H -1.2835 6.1121 2.2771
H -2.9047 4.3519 2.6437
H -2.0684 2.1005 3.5435
F -3.8224 -0.0452 -5.9055
C -3.1506 -0.2641 -4.7792
C -2.9514 0.7140 -3.7898
C -2.2884 0.4342 -2.6129
C -1.7246 -0.8262 -2.5288
C -1.9138 -1.8070 -3.4672
C -2.6724 -1.5441 -4.5879
H -3.4322 1.6726 -3.9176
H -2.2441 1.2094 -1.8622
H -1.1210 -1.1054 -1.6779
H -1.6067 -2.8402 -3.3997
H -2.9454 -2.3523 -5.2502
F 1.8737 -3.4948 -0.7653
C 1.4766 -3.0894 -1.9816
C 0.8922 -1.8405 -2.0814
C 0.3091 -1.4384 -3.2561
C 0.3046 -2.2943 -4.3458
C 0.9349 -3.5315 -4.2752
C 1.5892 -3.9170 -3.1000
H 0.8679 -1.1626 -1.2410
H -0.2234 -0.5016 -3.3293
H -0.2212 -2.1383 -5.2762
H 0.7597 -4.2985 -5.0151
H 2.0428 -4.8825 -2.9312
F -1.5885 -2.0801 -1.3792
C -1.8119 -2.9282 -0.3612
C -2.5955 -2.5497 0.7147
C -2.8703 -3.3844 1.8059
C -2.3089 -4.6721 1.7584
C -1.4134 -5.0551 0.7862
C -1.1031 -4.1096 -0.2118
H -2.9318 -1.5238 0.7434
H -3.5477 -3.0453 2.5757
H -2.4656 -5.4578 2.4826
H -0.9350 -6.0189 0.8791
H -0.3198 -4.2903 -0.9331
*
```

Below is C48H52As2N5O4Pr as an isolated structure, with properties calculated with ωB97M-V/def2-TZVPD.

Output
- <S²> = 2.00
- orbital gap (spin up / spin down) (eV) = 5.36 / 5.36
- energy (eV) = -201989.916
- relative energy (zero: lowest compared OMol25 entry of this formula, charge and spin) (eV) = 3.669
- LUMO (spin up / spin down) (eV) = -5.83 / -5.83

The geometry in ORCA input format:
```
! wB97M-V def2-TZVPD RIJCOSX def2/J DEFGRID3
* xyz 2 3
Pr 10.7687 -20.1171 0.7067
C 8.1271 -17.5952 -0.2523
O 9.1948 -18.6005 -0.4440
C 9.0362 -19.4162 -1.5948
C 7.8780 -20.2144 -1.7168
C 7.8165 -21.1315 -2.8155
C 8.7830 -21.1238 -3.8275
C 9.9046 -20.3127 -3.6650
C 10.1546 -19.5300 -2.4985
N 11.3686 -18.8785 -2.3404
N 11.8807 -19.0472 -1.1198
C 12.5942 -18.0453 -0.5162
C 12.4322 -17.8274 0.8753
O 12.3045 -18.8481 1.7248
C 12.3960 -16.4744 1.2830
C 12.8948 -15.4531 0.5275
C 13.3056 -15.7159 -0.8101
C 13.4448 -14.6756 -1.7595
C 13.5138 -14.9944 -3.0945
C 13.6953 -16.3063 -3.5594
C 13.4111 -17.2865 -2.6748
C 13.1231 -17.0193 -1.3451
H 7.5413 -17.4845 -1.1829
H 8.6420 -16.6935 0.1159
H 7.3969 -18.0056 0.4725
H 7.0768 -20.2377 -0.9649
H 7.0354 -21.8858 -2.7136
H 8.6205 -21.7875 -4.6498
H 10.7538 -20.2946 -4.3555
H 11.9028 -16.2607 2.2316
H 12.9925 -14.4686 0.9256
H 13.5328 -13.6431 -1.3889
H 13.4668 -14.1112 -3.7556
H 13.9076 -16.5713 -4.6213
H 13.3982 -18.3242 -3.0402
C 14.1585 -22.0299 3.0985
C 13.4258 -21.6577 4.3730
As 11.5338 -20.9627 4.0692
C 11.6363 -19.4899 5.4735
C 12.6713 -18.5604 5.3344
C 12.7406 -17.4635 6.1856
C 11.8420 -17.3260 7.2407
C 10.8225 -18.2690 7.4227
C 10.7252 -19.2862 6.5065
C 10.4868 -22.1654 5.1741
C 9.3625 -22.7207 4.6035
C 8.7351 -23.8455 5.1957
C 9.2471 -24.4046 6.3834
C 10.3721 -23.8448 6.9585
C 10.9722 -22.6876 6.4286
As 15.5691 -20.7832 2.4613
C 16.7589 -20.7691 3.9466
C 16.8279 -19.5499 4.6180
C 17.7260 -19.4315 5.6867
C 18.3487 -20.5695 6.1873
C 18.1936 -21.8135 5.5584
C 17.4109 -21.9435 4.4688
C 16.5838 -22.0167 1.3278
C 17.6247 -21.4159 0.7006
C 18.3436 -22.0446 -0.3057
C 17.8928 -23.2579 -0.7651
C 16.8161 -23.9385 -0.1217
C 16.1709 -23.3235 0.9032
H 13.4985 -22.0834 2.1815
H 14.6784 -22.9866 3.2530
H 13.8853 -20.8632 4.9738
H 13.4154 -22.6114 4.9735
H 13.4813 -18.6724 4.5697
H 13.5431 -16.7694 6.0350
H 11.9316 -16.4918 7.9672
H 10.2131 -18.2205 8.2833
H 9.9190 -20.0271 6.6169
H 8.9196 -22.1948 3.7368
H 7.8831 -24.2900 4.6277
H 8.7166 -25.1716 7.0008
H 10.6309 -24.2923 7.9069
H 11.7630 -22.1906 6.9197
H 16.1647 -18.7303 4.3800
H 18.0177 -18.4697 6.0634
H 18.9706 -20.4680 7.0354
H 18.7327 -22.6246 5.9977
H 17.2631 -22.8824 3.9288
H 17.9104 -20.4171 1.0049
H 19.2029 -21.4576 -0.7007
H 18.3139 -23.7043 -1.6457
H 16.4757 -24.9114 -0.3855
H 15.4306 -23.8584 1.4343
N 9.0357 -25.0909 -0.7856
C 10.3959 -25.0041 -1.1447
C 11.4392 -24.3034 -0.0971
C 11.1782 -22.8304 0.2718
O 12.1664 -22.0516 0.5397
O 9.9565 -22.3966 0.1971
H 8.7350 -24.4064 -0.0914
H 8.8091 -26.0219 -0.4265
H 10.3541 -24.4334 -2.0909
H 10.8084 -25.9848 -1.2673
H 12.4314 -24.3201 -0.5386
H 11.4110 -24.7223 0.9114
N 6.1850 -12.9940 1.6817
C 6.2794 -13.3659 3.0892
C 7.7259 -13.5024 3.6186
N 8.5355 -12.5173 2.8340
H 5.4856 -12.2678 1.4939
H 5.9497 -13.7845 1.1068
H 8.2964 -12.4967 1.8267
H 5.8108 -14.3342 3.2610
H 5.8493 -12.5928 3.7871
H 8.1679 -14.4921 3.4224
H 7.8032 -13.2210 4.6820
H 8.3116 -11.5883 3.2227
H 9.5412 -12.6422 2.9630
*
```

> The highest energy belongs to which entry?

C19H27NO6

> energy of number 2 (C34H76N3O3P)?

-56373.065 eV